No. 1
# C25H27BrGeLuN4O2

A structure of composition C25H27BrGeLuN4O2 (wB97M-V/def2-TZVPD, the OMol25 dataset).

The energy is -7223.82861 a.u. For the HOMO energy (alpha / beta), the calculation gives -17.301 / -17.301 eV. The net charge is +3. For the energy relative to the best compared isomer or geometry (same formula, charge and spin), the calculation gives 428.7 kJ/mol. As for the LUMO energy (alpha / beta): -13.07 / -13.06 eV.

The geometry in XYZ format:
```
61
Properties=species:S:1:pos:R:3:nbo_charge:R:1
Lu 0.246 -0.643 -0.804 1.912
Br 2.194 -1.293 -3.068 0.201
C 3.176 -1.434 -1.363 0.194
C 4.536 -1.564 -1.115 -0.232
C 4.939 -1.740 0.243 -0.097
C 4.011 -1.748 1.255 -0.171
C 2.661 -1.507 0.950 0.145
N 2.328 -1.347 -0.353 -0.665
C 1.481 -1.324 1.877 0.726
O 1.564 -1.428 3.115 -0.489
O 0.330 -0.999 1.253 -0.878
H 5.243 -1.580 -1.983 0.285
H 5.956 -1.849 0.610 0.279
H 4.293 -1.853 2.295 0.282
C -4.080 -4.913 -0.345 -0.433
C -2.597 -5.158 -0.444 -0.221
N -1.949 -3.999 -1.076 -0.531
C -2.334 -2.720 -0.934 0.689
N -1.480 -1.722 -1.284 -0.850
C -2.107 -0.445 -1.677 -0.207
C -3.175 0.015 -0.692 -0.432
C -4.203 -1.094 -0.385 -0.205
N -3.587 -2.453 -0.426 -0.385
C -4.338 -3.533 0.249 -0.215
H -4.580 -5.703 0.193 0.269
H -4.527 -4.937 -1.352 0.229
H -2.302 -6.065 -0.986 0.251
H -2.213 -5.270 0.558 0.212
H -1.075 -4.087 -1.530 0.417
H -2.495 -0.555 -2.687 0.257
H -1.303 0.354 -1.772 0.105
H -3.702 0.875 -1.106 0.258
H -2.683 0.368 0.194 0.216
H -4.997 -1.110 -1.170 0.232
H -4.666 -0.876 0.578 0.246
H -5.395 -3.279 0.162 0.240
H -4.058 -3.536 1.334 0.217
Ge 0.593 2.222 -0.803 0.878
C 2.450 3.021 -0.863 -0.286
C 2.877 3.632 -2.044 -0.186
C 4.166 4.163 -2.077 -0.189
C 4.971 4.165 -0.930 -0.036
C 4.567 3.447 0.216 -0.186
C 3.354 2.808 0.191 -0.207
C -0.348 2.705 0.954 -0.255
C -1.353 3.635 0.827 -0.234
C -2.051 4.069 1.948 -0.174
C -1.627 3.666 3.216 -0.073
C -0.766 2.565 3.286 -0.181
C -0.131 2.073 2.169 -0.216
H -0.227 2.929 -1.931 -0.067
H 2.180 3.834 -2.848 0.250
H 4.591 4.555 -3.022 0.269
H 5.915 4.711 -0.934 0.264
H 5.219 3.382 1.090 0.263
H 3.026 2.290 1.103 0.234
H -1.549 4.072 -0.158 0.247
H -2.889 4.764 1.749 0.266
H -2.025 4.156 4.089 0.263
H -0.571 2.083 4.237 0.261
H 0.514 1.204 2.218 0.244
```



No. 2
# C25H27CaN5PSe3

A structure of composition C25H27CaN5PSe3 (wB97M-V/def2-TZVPD, the OMol25 dataset).

The energy is -9465.86122 a.u. For the HOMO energy, the calculation gives -11.061 eV. The net charge is +1. For the energy relative to the best compared isomer or geometry (same formula, charge and spin), the calculation gives 51.6 kJ/mol. As for the LUMO energy: -3.79 eV.

The geometry in XYZ format:
```
62
Properties=species:S:1:pos:R:3:nbo_charge:R:1
Ca 0.586 0.968 0.607 1.666
Se 0.052 1.350 -1.978 -0.623
P -1.241 -0.321 -1.446 0.940
Se -1.284 -0.993 0.627 -0.648
C -0.841 -1.764 -2.470 -0.327
C 0.330 -1.843 -3.210 -0.219
C 0.587 -2.979 -3.964 -0.207
C -0.323 -4.025 -3.980 -0.185
C -1.493 -3.946 -3.234 -0.192
C -1.754 -2.818 -2.476 -0.216
C -2.934 0.121 -1.940 -0.330
C -3.951 0.309 -1.013 -0.225
C -5.217 0.675 -1.449 -0.216
C -5.464 0.844 -2.803 -0.186
C -4.445 0.656 -3.729 -0.191
C -3.179 0.298 -3.301 -0.214
H 1.030 -1.017 -3.200 0.233
H 1.496 -3.046 -4.548 0.223
H -0.125 -4.903 -4.580 0.224
H -2.199 -4.766 -3.245 0.225
H -2.658 -2.747 -1.883 0.227
H -3.760 0.151 0.041 0.236
H -6.012 0.818 -0.729 0.223
H -6.456 1.113 -3.140 0.225
H -4.642 0.790 -4.784 0.226
H -2.372 0.157 -4.011 0.229
C 3.295 -3.204 3.202 -0.418
C 2.048 -2.381 3.464 -0.212
N 1.864 -1.464 2.348 -0.594
C 2.888 -0.808 1.730 0.655
N 2.578 0.220 0.970 -0.812
C 3.650 0.933 0.273 -0.235
C 4.825 0.023 -0.038 -0.422
C 5.268 -0.637 1.255 -0.203
N 4.136 -1.301 1.891 -0.419
C 4.454 -2.258 2.948 -0.204
H 3.135 -3.838 2.329 0.222
H 3.519 -3.839 4.057 0.236
H 2.147 -1.836 4.409 0.186
H 1.167 -3.018 3.528 0.224
H 0.960 -1.021 2.273 0.391
H 3.990 1.771 0.894 0.186
H 3.243 1.352 -0.652 0.208
H 5.647 0.589 -0.473 0.234
H 4.513 -0.743 -0.751 0.217
H 5.704 0.105 1.933 0.192
H 6.027 -1.393 1.057 0.217
H 4.713 -1.722 3.869 0.192
H 5.335 -2.817 2.632 0.219
Se 0.665 3.444 3.154 1.015
N -0.237 2.709 1.818 -0.835
C -1.362 3.406 1.654 0.123
C -2.358 3.163 0.677 -0.181
C -3.450 3.972 0.654 -0.169
C -3.613 5.051 1.574 -0.185
C -2.680 5.326 2.522 -0.192
C -1.522 4.506 2.585 0.103
N -0.533 4.662 3.451 -0.575
H -2.238 2.362 -0.039 0.224
H -4.219 3.799 -0.088 0.234
H -4.502 5.664 1.505 0.234
H -2.787 6.144 3.220 0.244
```



No. 3
# C25H27Cl2PPr

A structure of composition C25H27Cl2PPr (wB97M-V/def2-TZVPD, the OMol25 dataset).

The energy is -2747.60447 a.u. Its expectation value of S² is 2.20. For the HOMO energy (alpha / beta), the calculation gives -1.718 / -1.574 eV. The net charge is -1. As for the spin multiplicity: 3. As for the LUMO energy (alpha / beta): 2.73 / 2.73 eV.

The geometry in XYZ format:
```
56
Properties=species:S:1:pos:R:3:nbo_charge:R:1
Pr 0.810 2.352 1.827 0.761
Cl 1.505 3.276 -0.508 -0.515
Cl 1.853 3.352 3.915 -0.486
C 2.382 -0.170 -2.207 -0.432
H 2.921 -0.736 -1.400 0.213
H 2.481 0.944 -2.171 0.227
C 0.522 -0.187 -2.729 -0.146
C 1.794 -0.817 -3.300 -0.300
H -0.101 -0.830 -2.097 0.235
C 2.344 -0.220 -4.597 -0.393
H 1.749 -1.911 -3.249 0.211
C 2.154 1.316 -4.603 -0.406
H 3.422 -0.449 -4.683 0.197
H 1.817 -0.692 -5.444 0.186
C 0.633 1.632 -4.514 -0.391
H 2.675 1.786 -3.742 0.214
H 2.582 1.735 -5.537 0.199
C 0.022 1.092 -3.210 -0.492
H 0.506 2.718 -4.541 0.207
H 0.090 1.250 -5.399 0.184
H 0.293 1.783 -2.379 0.257
H -1.084 1.069 -3.305 0.221
C -1.419 3.528 2.758 -0.494
C -1.578 3.473 1.357 -0.283
C -1.674 2.222 0.726 -0.165
C -1.523 1.034 1.498 -0.610
C -1.568 1.105 2.907 -0.321
C -1.489 2.353 3.534 -0.174
P -1.085 -0.518 0.642 0.837
C 0.583 -0.958 1.298 -0.317
C 1.291 -1.944 0.575 -0.159
C 2.650 -2.165 0.799 -0.220
C 3.340 -1.423 1.767 -0.247
C 2.644 -0.519 2.570 -0.179
C 1.252 -0.333 2.394 -0.324
C -2.263 -1.725 1.356 -0.227
C -1.872 -2.850 2.106 -0.261
C -2.841 -3.749 2.572 -0.215
C -4.193 -3.561 2.259 -0.239
C -4.588 -2.450 1.501 -0.215
C -3.631 -1.546 1.043 -0.236
H -1.350 4.496 3.260 0.230
H -1.458 4.378 0.751 0.233
H -1.804 2.141 -0.359 0.225
H -1.566 0.188 3.498 0.215
H -1.526 2.407 4.630 0.221
H 0.751 -2.573 -0.137 0.207
H 3.184 -2.914 0.212 0.208
H 4.415 -1.570 1.906 0.210
H 3.161 0.015 3.380 0.231
H 0.669 0.051 3.259 0.271
H -0.821 -3.017 2.349 0.217
H -2.543 -4.620 3.161 0.203
H -4.947 -4.272 2.602 0.202
H -5.640 -2.297 1.248 0.205
H -3.933 -0.678 0.454 0.221
```



No. 4
# C25H27ClN2O3

The molecule C25H27ClN2O3 (wB97M-V/def2-TZVPD, the OMol25 dataset).

The energy is -1764.28134 a.u. For the HOMO energy, the calculation gives -8.560 eV. For the energy relative to the best compared isomer or geometry (same formula, charge and spin), the calculation gives 3.9 kJ/mol. As for the LUMO energy: 0.52 eV.

The geometry in XYZ format:
```
58
Properties=species:S:1:pos:R:3:nbo_charge:R:1
C -4.421 2.734 -2.412 -0.254
O -5.570 3.436 -2.001 -0.525
C -6.550 2.611 -1.402 -0.112
C -6.102 2.016 -0.105 0.236
C -5.972 2.554 1.142 -0.298
C -5.436 1.530 1.960 -0.304
C -5.278 0.439 1.154 0.277
C -4.732 -0.922 1.423 -0.258
N -3.473 -1.129 0.724 -0.430
C -2.429 -0.241 1.192 -0.226
C -1.210 -0.348 0.281 -0.394
C -0.683 -1.788 0.286 -0.314
C 0.485 -1.905 -0.688 0.703
O 0.380 -2.379 -1.795 -0.603
N 1.640 -1.392 -0.171 -0.628
C 2.896 -1.261 -0.773 0.244
C 3.170 -1.716 -2.059 -0.264
C 4.438 -1.545 -2.585 -0.181
C 5.435 -0.924 -1.855 -0.230
C 5.174 -0.468 -0.565 -0.053
C 6.225 0.190 0.227 0.058
C 6.396 -0.107 1.577 -0.235
C 7.389 0.513 2.312 -0.188
C 8.227 1.443 1.721 -0.241
C 8.055 1.739 0.379 -0.016
Cl 9.090 2.902 -0.376 0.004
C 7.069 1.122 -0.371 -0.256
C 3.903 -0.645 -0.034 -0.260
C -1.824 -2.717 -0.121 -0.398
C -3.033 -2.509 0.785 -0.214
O -5.680 0.732 -0.098 -0.400
H -4.676 1.946 -3.131 0.166
H -3.770 3.465 -2.888 0.195
H -3.897 2.279 -1.564 0.169
H -7.410 3.265 -1.240 0.209
H -6.828 1.795 -2.086 0.183
H -6.224 3.552 1.438 0.230
H -5.205 1.595 3.004 0.226
H -4.630 -1.050 2.516 0.181
H -5.439 -1.670 1.050 0.217
H -2.811 0.783 1.174 0.218
H -2.137 -0.477 2.234 0.154
H -0.443 0.355 0.612 0.205
H -1.506 -0.085 -0.735 0.220
H -0.342 -2.046 1.296 0.204
H 1.591 -1.019 0.767 0.394
H 2.395 -2.195 -2.632 0.256
H 4.648 -1.903 -3.582 0.216
H 6.424 -0.811 -2.273 0.216
H 5.761 -0.844 2.044 0.216
H 7.517 0.271 3.357 0.218
H 9.002 1.932 2.290 0.228
H 6.944 1.379 -1.411 0.231
H 3.686 -0.276 0.960 0.203
H -2.100 -2.497 -1.152 0.229
H -1.499 -3.757 -0.070 0.217
H -3.852 -3.148 0.447 0.206
H -2.775 -2.803 1.821 0.154
```